Entry 1:
Computed, not measured: C18H25N11O3S3Tb as an isolated structure, with ωB97M-V/def2-TZVPD.

Structure (ORCA input):
```
! wB97M-V def2-TZVPD RIJCOSX def2/J DEFGRID3
* xyz 1 7
H -0.7395 4.0547 1.6748
O -2.0669 1.8703 0.6606
C -0.0320 4.1530 0.8653
H 0.2355 -0.1898 6.3733
C -0.3640 3.6111 -0.3632
O 0.1504 -2.1883 5.7610
N -1.5560 -0.4555 -2.7380
H -0.3451 0.1860 -4.3068
H -2.9717 4.4388 0.7461
H 1.6697 -1.9871 -1.3870
C 0.9092 -1.2332 -1.5980
H 0.2100 3.2364 -2.3923
H -2.3802 -1.1013 -0.9249
N 0.1731 1.1341 3.4264
N 0.7996 -0.9676 -3.0370
H -4.0203 3.7236 -0.5411
H 2.4425 4.3131 -2.1061
H 0.5902 1.4409 5.8832
H -2.8373 -2.0734 -2.9967
C 2.0860 -5.7852 -0.2525
S -1.9327 2.7446 -0.5783
H 1.5105 5.1822 1.9677
H 1.2429 -2.9664 -3.5886
C 1.7447 4.2697 -1.2764
C -1.4403 -0.7194 -1.3200
C 1.2170 4.7310 1.0213
C 1.7624 -4.5774 0.4216
C -0.7196 -3.0013 -1.7564
H -1.6448 -3.4168 -1.3482
C 2.6979 -3.5166 0.6645
H -1.9946 -1.5338 -4.4736
N -0.6190 -4.0809 1.1127
C -1.8914 -1.7215 -3.4118
H 1.1710 -0.3191 -1.0882
S 2.1959 -2.0595 1.6095
C -3.0438 4.1245 -0.3165
C 2.0829 4.7999 -0.0621
C 0.0420 0.1865 4.3919
C 0.4836 -4.3848 0.8400
H 0.2836 -2.0505 -4.7871
H 3.0393 5.2869 0.0751
C 0.5205 3.6419 -1.4366
H -2.7723 4.9114 -1.0193
H 0.3608 2.0989 3.6809
N 0.1917 0.7948 2.0501
Tb -0.2987 -1.7479 1.4763
S 4.2585 -3.5317 0.1448
N 2.1402 -6.8130 -0.7780
H -1.1999 0.1987 -0.8021
H 1.0845 1.1027 1.6615
C -0.2684 0.0157 -3.2381
N -0.3825 -1.7382 -1.0161
C 0.4232 -2.2432 -3.7092
N -0.2153 -2.1416 4.6016
N -0.3252 -0.9751 3.8806
H 0.0806 -3.7098 -1.5936
H -0.0110 0.9523 -2.7451
N 0.1870 0.5478 5.6745
O -0.4824 -3.1076 3.9264
H -0.5736 1.3333 1.5717
N -0.8584 -2.7471 -3.1742
*
```

Values from the calculation:
orbital gap (alpha / beta) = 0.2454 / 0.2463 Ha

Entry 2:
Computed, not measured: C15H28BBr2IO7SSi2Sn as an isolated structure, with ωB97M-V/def2-TZVPD.

Structure (ORCA input):
```
! wB97M-V def2-TZVPD RIJCOSX def2/J DEFGRID3
* xyz 2 1
H 0.4148 -0.0200 4.2822
C -2.9502 -1.4475 2.3628
O 0.1035 -0.6947 -0.2079
O 1.2527 1.9773 -1.9764
O 0.1348 0.6912 3.6908
H 1.5077 -0.9866 -4.2640
C 1.1485 3.0070 -1.3200
I 2.6094 4.5285 -1.6763
C 1.0200 -1.3890 -2.1949
C 1.8902 -4.7799 -1.0280
C 0.1077 3.3289 -0.2973
C -1.7320 -1.5222 1.7922
O -1.8179 1.1539 0.6135
C -2.9071 3.6422 1.4934
Br -3.8120 -2.9386 3.1103
H 1.7619 -2.4786 0.5147
H -3.8886 3.3310 -0.3852
H 1.0478 -3.3878 -2.9923
O -4.0767 3.4203 2.0825
C 2.6683 1.5998 2.8077
H 3.5094 1.9150 2.1939
H -2.4309 3.0526 -2.9244
H 1.6544 -0.6797 -1.6474
H 3.4142 -3.0490 0.5612
Si -0.7988 -0.1023 1.0474
H 2.4078 -5.5825 -1.5507
H -3.8870 3.1861 3.0077
C 1.7505 -2.7082 -2.5023
H 0.5633 3.2620 0.6993
H -0.1178 4.3919 -0.4277
Sn 2.7966 0.6878 -3.4780
S -1.9042 1.8971 -2.5038
C -2.9127 3.6309 -0.0083
H 3.5173 -3.5969 -1.7156
C 2.6757 -2.5561 -0.0739
H 2.0690 2.4761 3.0576
C 0.7025 -0.7099 -3.5408
H -0.2590 -0.9093 -4.0052
H -2.6332 4.6336 -0.3401
H 1.9400 -4.9746 0.0446
H 3.0327 1.1553 3.7321
Br -0.7923 -3.1703 1.7593
H -4.1503 0.0906 1.5065
H 3.0459 -1.5460 -0.2743
O -1.8713 3.8150 2.1089
B 0.5915 0.4797 2.4039
H 0.7730 0.3688 -3.2911
H -1.1376 -1.0837 -1.9010
H -3.1177 0.6629 2.8165
H -0.4975 -2.5165 -1.1275
H 0.8399 -4.8112 -1.3264
C -3.7397 -0.1690 2.4850
C 2.5118 -3.3995 -1.3349
C -0.2745 -1.4685 -1.3494
H -4.5828 -0.2886 3.1591
H 2.5012 -2.4755 -3.2766
Si -1.5690 2.4050 -0.4285
O 1.8968 0.6515 2.0367
*
```

Values from the calculation:
orbital gap = 0.1217 Ha

Entry 3:
Computed, not measured: an isolated ion of composition C12H13O2S and charge +1, with ωB97M-V/def2-TZVPD.

Structure (ORCA input):
```
! wB97M-V def2-TZVPD RIJCOSX def2/J DEFGRID3
* xyz 1 1
C -1.5270 0.1593 -1.1141
S 1.2023 1.2021 1.2526
H 1.7044 2.7039 -0.5693
C 0.4995 -2.1156 1.0965
C 0.7825 2.2120 -0.2368
H -0.9836 -3.1095 -3.3498
O 0.0023 0.2745 1.4256
C 0.4072 -3.3329 0.4515
H -1.5384 0.9207 -0.3265
C -0.1391 -0.9991 0.5946
C 1.1282 1.8515 2.9013
H 1.7627 2.6314 3.1084
H -2.6640 0.8024 -2.8574
O 2.3544 0.4676 0.9309
H 0.6543 1.4757 -1.0263
C -1.1626 -2.1600 -2.7863
H 0.0650 1.8054 3.0980
H -0.1522 2.8625 -0.0589
H -0.0895 -4.1662 -1.4529
C -0.1332 -3.3154 -0.8213
H 1.4111 1.0745 3.5614
C -1.8720 -1.0806 -3.2191
H 1.0445 -1.9767 2.0107
C -0.7236 -2.2178 -1.4553
C -0.7977 -0.9697 -0.6581
H -2.3034 -0.9036 -4.2324
C -2.0276 0.0407 -2.3548
H 0.9421 -4.2564 0.7372
*
```

Values from the calculation:
orbital gap = 0.3198 Ha

Entry 4:
Computed, not measured: an isolated molecule of C3H7N3, with ωB97M-V/def2-TZVPD.

Structure (ORCA input):
```
! wB97M-V def2-TZVPD RIJCOSX def2/J DEFGRID3
* xyz 0 1
H 2.1549 0.0791 0.0327
H -0.5504 -0.2367 1.2564
C -2.1216 -0.4871 0.0759
H -1.5797 1.9614 0.8371
H -0.2182 -1.2771 -1.0990
N -0.9409 1.5424 0.1215
C 1.3815 -0.7034 -0.0300
N -3.1165 -0.7190 -0.4179
H 1.8330 -1.6274 -0.4065
H -0.9767 1.9578 -0.7437
C -0.8274 0.0797 0.2233
H 1.2457 -1.0648 0.9509
N 0.1214 -0.4550 -0.6245
*
```

Values from the calculation:
orbital gap = 0.3856 Ha
SMILES = CN[C@@H](N)C#N

Entry 5:
Computed, not measured: C25H53F10GaN6O5P3 as an isolated structure, with ωB97M-V/def2-TZVPD.

Structure (ORCA input):
```
! wB97M-V def2-TZVPD RIJCOSX def2/J DEFGRID3
* xyz -1 1
H 4.2379 -1.1487 1.2169
H 2.6815 -1.3833 9.6803
C -1.3153 -2.0827 2.0391
C 0.8439 -0.9540 5.6360
H 1.9326 -0.6953 8.2674
O 0.4140 -1.2859 -2.7098
H 2.8839 -2.1497 4.0432
H 0.2549 -1.3724 4.8146
H -4.0265 5.5792 -5.1456
C 0.0554 3.2826 -4.6522
C 0.5691 6.6574 -5.3726
F -1.3766 2.3617 -1.2714
H -4.5162 -3.6773 -0.7630
H -6.2409 -2.4232 0.3912
C 4.5206 -1.5675 -0.6362
H 4.7537 -5.2396 6.3745
H -0.8274 6.5971 -8.4380
F 1.2748 1.2275 -0.4512
C 0.2256 -0.5093 -1.7913
H -5.2152 -0.9297 0.3570
N 2.2138 -2.7989 8.1946
H -0.7889 -4.5866 -3.1202
C 1.3802 0.5326 -1.5909
C 2.3122 -5.8664 6.2681
H 0.6321 7.3949 -7.8911
C 2.6301 -1.4637 8.5912
H 1.2189 5.8660 -5.0077
H 3.6221 -1.2343 8.1952
H -1.6907 -3.7322 0.6335
H 4.2149 -4.1798 5.0664
F 3.6500 0.7815 -1.0052
H -3.2165 -3.7496 -3.1029
C -4.1874 -2.7411 -0.2997
H -0.9582 7.9852 -7.3533
H -0.0053 -3.0559 0.6051
C -5.4466 -1.8799 -0.1226
O -1.7645 3.4098 -6.9172
H 3.1597 -0.5324 4.7256
P -1.2399 4.7479 -6.4524
C 3.0263 -1.4498 -1.0971
F -3.3291 1.4901 -1.5970
N 2.0115 -1.7705 5.9522
H -1.3387 4.2710 -2.7822
H -4.0850 6.0411 -8.2733
C -0.3719 7.0897 -7.5819
H -1.6901 0.0041 1.9451
H -2.6518 3.7431 -3.8477
N -2.6691 5.6716 -6.7691
H -4.2130 6.9684 -6.2240
H 1.3417 -6.0502 6.7252
H 4.6457 -3.5274 6.6778
N 2.8011 -4.5344 6.6038
H -2.2494 5.4680 -3.6206
H 1.1330 0.0627 5.3669
H 1.7244 -4.6801 9.0225
F 0.2804 -0.3686 1.7462
C 3.0628 -1.5916 4.9724
F 2.8436 -2.4475 -1.9734
H -0.4092 2.3287 -4.9229
H -0.5536 -4.0659 1.9039
C -1.2707 -4.0812 -2.2762
H 0.0032 7.0685 -4.5334
H -5.8064 -1.6321 -1.1198
H 2.9965 -6.6235 6.6628
N -0.8659 4.4088 -4.8096
H 0.1915 -0.8725 6.5134
O 5.4363 -1.5004 -1.4119
O 4.7010 -1.8103 0.6878
C -0.8819 -3.2901 1.2053
P -3.0633 -1.9158 -1.5342
H 0.4208 3.2128 -3.6324
H 4.0380 -1.8654 5.3758
F 3.2452 0.0052 -2.9839
C 2.8265 -0.0517 -1.7217
Ga -1.4747 -0.4921 -0.5873
P 1.6067 -3.2871 6.6640
H -2.8695 4.8522 -8.6994
C -3.4904 5.2102 -7.8802
C -3.4780 6.3067 -5.7560
H -1.7184 -4.8769 -1.6783
H -2.0253 -2.5612 -3.6061
C -1.8337 4.4653 -3.7316
H 1.2319 7.4445 -5.7433
C 4.1589 -4.3504 6.1485
H -3.7249 -3.0194 0.6474
H -2.3532 -2.1147 2.3778
C -2.2452 1.4393 -0.7759
H -4.1711 4.3997 -7.5906
C -2.3811 -3.1371 -2.7549
H -0.4837 -3.5755 -1.7285
C 2.2846 -3.7816 9.2709
H 1.8570 -3.3895 10.1979
H -2.8725 6.9474 -5.1106
H 2.2119 -6.0157 5.1861
O 0.6743 -3.8492 5.6183
H -0.7055 -2.1032 2.9468
N -0.3263 6.2040 -6.4241
H 3.3242 -4.0691 9.4552
F -2.7050 1.9258 0.4185
F 2.2368 -1.6193 -0.0241
C -1.0679 -0.7157 1.4061
H 0.9327 3.4292 -5.2943
F 1.2613 1.4444 -2.6060
*
```

Values from the calculation:
orbital gap = 0.2216 Ha

Entry 6:
Computed, not measured: an isolated ion of composition C5H11N2 and charge +1, with ωB97M-V/def2-TZVPD.

Structure (ORCA input):
```
! wB97M-V def2-TZVPD RIJCOSX def2/J DEFGRID3
* xyz 1 3
H -3.1895 -0.9813 0.5612
H 3.5188 1.4199 -0.1074
H -0.8127 1.8294 1.5084
C 0.8753 0.0653 -0.2205
N -1.2217 1.1425 0.8320
H 4.3968 -0.0715 0.4039
H -1.5806 -0.3975 -1.6820
H -2.2781 0.7658 0.7751
H 1.0649 1.0434 -0.5119
H -3.6347 -0.1109 -0.6122
C -0.6205 0.2041 0.0934
C -1.6446 -0.6606 -0.5810
N -2.8928 -0.2903 -0.0602
H -1.3594 -1.7142 -0.4292
C 2.4939 -0.4774 0.3457
H 0.9195 -0.6334 -1.0551
C 3.4457 0.3649 0.1305
H 2.5197 -1.4982 0.6092
*
```

Values from the calculation:
orbital gap (alpha / beta) = 0.2729 / 0.1965 Ha